Here is a molecular structure, C47H110AlN15O16 from the OMol25 dataset. Energies are from the ωB97M-V functional and the def2-TZVPD basis.

Geometry as XYZ:
```
189
Properties=species:S:1:pos:R:3:forces:R:3:mulliken_charge:R:1
Al -3.71285 2.69789 -0.38593 1.313 -0.748 0.390 1.1591
C 0.64596 -0.45910 -0.03662 0.847 -0.738 2.290 0.6977
C -0.26621 0.59013 -0.57845 -0.897 3.284 -0.175 -0.4076
O -0.93236 1.50727 0.21032 1.006 -2.189 -1.301 0.1449
H 1.50661 0.09244 0.34178 0.518 0.088 -0.200 -0.5415
H 0.94268 -1.17633 -0.80190 -0.135 0.219 0.049 -0.5044
H 0.24260 -0.93713 0.85607 -0.218 -0.365 -0.229 0.6543
H -0.99787 -0.13571 -0.93331 -1.410 -0.337 -0.364 0.0821
H 0.23181 1.02390 -1.44558 -0.368 0.468 -0.195 0.0695
C -5.19559 -0.70631 0.80737 3.451 -2.113 1.858 -0.1078
O -4.26670 0.00008 1.22861 -1.343 1.036 -0.917 -0.5400
N -4.97120 -2.06831 0.77304 -3.825 0.118 -0.924 0.5321
C -3.82761 -2.86724 1.18321 -0.021 1.641 -0.320 -0.9053
C -6.19579 -2.86230 0.51827 0.728 -0.621 0.864 -1.1254
H -6.23399 -0.42839 0.56930 0.386 0.262 -0.216 0.3599
H -3.13997 -2.06726 1.45760 0.852 -0.606 -0.127 -0.0040
H -3.56934 -3.49021 0.32687 0.574 0.156 -0.002 0.3346
H -3.96968 -3.54438 2.02547 -0.571 0.276 0.186 0.4307
H -6.53658 -3.23570 1.48395 -0.284 -0.056 0.077 0.3763
H -7.02309 -2.31621 0.06498 0.358 0.049 -0.212 0.3333
H -5.91534 -3.76047 -0.03194 -0.229 0.142 -0.424 0.3638
C 4.21678 0.69867 0.96906 0.012 1.963 1.284 -0.0376
O 4.35375 1.62884 1.80252 -0.304 -2.220 -1.124 -0.6593
N 4.20179 0.91149 -0.34176 -0.812 1.560 -3.438 0.3836
C 3.91505 -0.07174 -1.44337 1.600 -0.202 1.283 -0.5854
C 4.48607 2.26359 -0.95009 0.011 -0.106 1.377 -1.0607
H 4.07390 -0.37067 1.18881 0.030 0.039 0.448 0.5449
H 4.87993 -0.21072 -1.93100 -0.168 -0.362 -0.192 0.4127
H 3.24278 0.24967 -2.23888 -0.307 0.532 0.502 -0.0161
H 3.60788 -1.03407 -1.03389 0.023 0.030 -0.012 0.0132
H 5.46668 2.30154 -1.42450 -0.085 -0.432 -0.250 0.3551
H 3.70447 2.58993 -1.63616 -0.052 -0.471 -0.215 0.2899
H 4.53050 3.04450 -0.19095 -0.018 -0.394 0.293 0.3283
C -4.98762 2.76384 3.44883 0.180 0.814 3.068 -0.1145
O -4.20131 3.07488 2.59412 0.999 0.092 -2.851 -0.4588
N -4.66898 3.03657 4.74776 -1.548 -0.630 0.024 0.2799
C -5.65501 2.82559 5.83290 0.762 0.110 -0.241 -1.1180
C -3.45578 3.78765 5.14194 -1.501 -0.578 -0.320 -1.1503
H -5.98981 2.32848 3.31360 0.184 -0.141 -0.132 0.4282
H -6.22378 3.74858 5.94553 -0.108 -0.141 0.422 0.3832
H -5.05493 2.59078 6.71204 -0.355 0.202 0.224 0.3569
H -6.32588 1.97663 5.70141 0.071 0.080 -0.475 0.3806
H -2.65052 3.05348 5.16744 0.477 0.597 -0.101 0.3654
H -3.35170 4.63931 4.46968 0.424 -0.397 -0.042 0.3127
H -3.66116 4.17799 6.13873 0.275 -0.094 -0.027 0.4500
C 5.81698 -3.22818 -2.37199 -1.992 -0.204 -0.975 0.1022
O 4.78932 -2.73719 -2.86405 0.595 -0.432 0.808 -0.6449
N 6.99991 -2.66251 -2.35270 0.796 0.239 -0.114 0.2428
C 7.31280 -1.46798 -3.02658 -0.026 1.703 -1.304 -0.8033
C 8.11413 -3.49058 -2.09190 1.339 -1.521 0.627 -1.0228
H 5.90092 -4.24875 -1.96751 -0.635 0.041 0.173 0.3460
H 7.78798 -1.57150 -4.00207 0.313 -0.865 -0.150 0.3659
H 8.04275 -0.88886 -2.46100 -0.420 0.316 0.267 0.3897
H 6.41575 -0.93602 -3.34348 -0.088 0.246 0.729 0.0715
H 8.38739 -4.12206 -2.93727 0.079 0.218 -0.426 0.4069
H 8.99642 -2.91292 -1.81628 -0.171 0.038 0.128 0.3266
H 7.89203 -4.21269 -1.30620 0.017 0.260 0.286 0.2887
C 1.79475 2.08436 4.74590 0.164 1.250 1.128 0.0293
O 1.39170 3.16539 5.16271 -0.562 -0.953 -0.820 -0.5444
N 1.05878 1.07089 4.20675 0.742 -1.279 0.463 0.4481
C 1.81040 -0.14292 3.76611 -0.973 0.262 -0.544 -0.5994
C -0.39569 1.11710 3.97122 1.484 0.030 -0.582 0.3181
H 2.86742 1.87313 4.87601 -0.133 -0.414 -0.422 0.3783
H 1.56198 -0.27655 2.71325 0.268 0.096 -0.445 -0.1663
H 1.50865 -1.10339 4.18391 -0.523 0.255 0.716 0.2571
H 2.89525 -0.12914 3.87098 -0.167 0.789 0.107 0.4115
H -0.47445 0.97985 2.89276 -0.498 0.157 -0.442 -0.1920
H -0.92980 0.27683 4.41481 0.170 0.163 0.384 0.0766
H -0.79605 2.09492 4.23891 0.135 -0.222 0.176 -0.2510
C -4.92156 -1.49127 6.23713 0.540 -0.872 1.513 0.1314
O -5.07864 -2.06555 7.29529 -0.231 0.220 -0.258 -0.5571
N -3.74108 -0.91034 5.89467 0.067 1.046 -2.272 0.2033
C -3.64382 -0.30574 4.52744 -0.510 0.196 1.153 -0.2875
C -2.57787 -0.75728 6.75336 -0.024 -0.606 0.116 -0.7371
H -5.73081 -1.45908 5.49129 0.234 0.263 -0.235 0.3776
H -2.92848 -0.79939 3.86965 -0.173 -0.297 0.020 0.1884
H -3.40045 0.75675 4.52996 0.514 0.081 0.520 -0.3004
H -4.64408 -0.24497 4.09862 0.044 -0.689 -0.225 0.2301
H -1.72247 -1.32077 6.38069 0.211 0.272 -0.688 0.0488
H -2.34455 0.30475 6.82926 0.200 -0.064 0.210 0.2886
H -2.66073 -1.23336 7.73038 -0.875 0.417 0.073 0.3872
C 0.39299 -6.18927 -1.76145 2.524 -2.022 -1.288 0.0991
O 1.17589 -7.03982 -2.22207 -1.701 0.679 1.402 -0.6204
N 0.37015 -4.98320 -2.33138 -0.817 1.152 -0.177 0.3317
C -0.40754 -3.86949 -1.81535 0.115 -1.100 -0.082 -0.6103
C 1.14443 -4.70583 -3.52071 -0.498 1.365 -0.553 -1.0249
H -0.24156 -6.35948 -0.87795 -0.097 0.125 -0.120 0.3287
H -0.97971 -3.36506 -2.59399 0.047 -0.059 -0.253 0.1334
H 0.25954 -3.14259 -1.35198 -0.121 0.125 0.288 0.3134
H -1.12155 -4.31672 -1.12377 0.030 0.441 0.389 0.1195
H 1.55119 -5.55281 -4.07324 0.031 0.082 0.663 0.3390
H 0.47855 -4.15246 -4.18290 -0.357 -0.318 -0.475 0.3733
H 1.84593 -3.90030 -3.30365 0.887 -0.454 0.183 0.2591
C 4.45678 2.40480 -4.69842 0.146 -2.776 -2.526 0.0594
O 4.26829 1.28795 -5.20934 0.404 0.476 1.637 -0.6631
N 3.61908 3.39396 -4.94988 0.087 2.238 0.871 0.2923
C 4.10797 4.74121 -4.66829 -0.305 0.560 0.184 -0.7666
C 2.29589 3.19488 -5.53242 0.824 -0.602 0.687 -0.9902
H 5.40404 2.67028 -4.20404 -0.251 0.016 0.184 0.3297
H 5.18412 4.76427 -4.49662 0.047 -0.293 -0.570 0.3797
H 3.74504 5.22375 -3.76080 -0.732 -0.278 0.156 0.0943
H 3.83463 5.39699 -5.49493 0.254 0.012 -0.059 0.3571
H 1.57876 3.29188 -4.71731 -0.354 0.500 -0.212 0.2715
H 2.14524 3.87700 -6.36915 -0.179 -0.021 0.153 0.3872
H 2.24639 2.15159 -5.84417 0.113 0.157 -0.354 0.2909
C 0.82494 4.47167 -1.27873 -1.173 -0.250 -0.956 -0.0883
O 0.60359 5.04574 -2.33902 0.326 0.246 -0.016 -0.8037
N 1.71226 4.81489 -0.36017 1.196 0.353 0.344 0.5570
C 1.96583 3.97523 0.83599 0.123 0.847 -0.060 -0.8997
C 2.55737 6.03024 -0.57909 0.721 -1.002 1.078 -1.0134
H 0.18380 3.60537 -1.05367 0.285 -0.294 0.505 0.6081
H 1.67486 2.92920 0.73975 -0.282 0.109 -0.437 0.0525
H 1.45112 4.39731 1.69912 -0.021 -0.045 0.096 0.2183
H 3.03358 3.95797 1.05442 -0.066 0.092 -0.033 0.3937
H 3.53961 5.81123 -0.16035 0.150 -0.309 -0.017 0.3582
H 2.75922 6.28728 -1.61894 -0.803 -0.069 0.091 0.2756
H 2.24974 6.86195 0.05472 -0.569 0.167 -0.464 0.2847
C 4.77867 -3.95625 2.02693 1.551 0.514 -0.736 0.1206
O 5.62835 -3.67032 1.18895 -0.780 -0.135 0.359 -0.5507
N 3.45757 -4.02343 1.79254 -1.481 0.303 -0.939 0.4296
C 2.50360 -4.42116 2.80209 -0.820 0.328 -0.089 -1.0200
C 2.89081 -3.75058 0.43566 0.628 -2.143 0.526 -0.8361
H 5.10325 -4.13919 3.06297 -0.441 -0.218 0.076 0.3162
H 1.76599 -3.63637 2.96984 0.249 0.744 0.395 0.1822
H 2.95573 -4.70879 3.75127 0.084 -0.014 -0.227 0.3161
H 1.79839 -5.17385 2.44962 0.618 -0.789 -0.173 0.3919
H 2.30434 -4.61741 0.13110 -0.415 -0.326 0.412 0.5055
H 2.17947 -2.92897 0.35163 0.639 0.567 0.218 0.1916
H 3.68695 -3.87223 -0.29882 0.141 1.206 0.055 -0.0057
C -0.74479 -6.07050 6.73731 1.070 -3.399 -0.573 0.1583
O -0.70976 -7.30087 6.87833 -0.316 1.917 1.172 -0.5956
N -0.83009 -5.59401 5.49258 -1.090 0.139 -0.502 0.1980
C -0.76525 -4.18252 5.30917 -0.499 0.710 -0.819 -0.9398
C -1.02567 -6.47875 4.33706 0.873 0.920 -0.984 -0.7093
H -0.53235 -5.28234 7.47617 -0.363 -0.360 0.381 0.3151
H -1.41681 -3.87700 4.49049 -0.271 -0.034 -0.102 0.1778
H 0.21577 -3.80217 5.02451 0.378 -0.063 0.208 0.3368
H -1.13827 -3.66060 6.19040 0.240 -0.043 0.072 0.3022
H -1.72105 -6.03940 3.62187 -0.401 0.276 0.272 0.2042
H -0.08190 -6.43659 3.79334 0.255 -0.433 -0.183 0.2530
H -1.30438 -7.52826 4.43159 0.115 0.381 1.054 0.3161
C -5.09885 -0.14280 -2.50620 0.467 0.644 -0.552 -0.2471
O -4.11640 0.29950 -1.91212 0.085 0.497 0.897 -0.4118
N -5.22481 -1.40084 -2.90405 -0.378 -0.391 -0.223 0.3763
C -6.17962 -1.77143 -3.96803 0.694 -0.163 0.079 -0.9345
C -4.17984 -2.38881 -2.64965 0.161 0.227 0.972 -1.0204
H -5.89181 0.54639 -2.83548 -0.195 -0.319 0.071 0.4562
H -6.83447 -2.59730 -3.69016 0.023 0.128 0.251 0.2926
H -5.53712 -2.12490 -4.77448 -0.343 0.025 -0.365 0.3421
H -6.76688 -0.91927 -4.31013 0.104 -0.036 0.182 0.3538
H -3.47730 -2.10036 -1.86777 -0.217 0.754 -0.026 -0.0966
H -4.64531 -3.26044 -2.18955 -0.015 -0.436 -0.803 0.4117
H -3.55970 -2.55013 -3.53140 -0.395 -0.464 -0.168 0.5272
C 1.94131 -2.30538 -6.03194 1.272 -2.545 -1.909 0.0106
O 1.75126 -3.16697 -6.88862 -0.033 0.922 0.693 -0.6368
N 1.12440 -1.32529 -5.72029 0.081 1.768 2.796 0.2130
C 1.35450 -0.66747 -4.39934 -0.287 0.358 -1.159 0.1624
C -0.12325 -0.98223 -6.33717 0.355 -0.689 -0.275 -0.9170
H 2.88914 -2.24474 -5.47503 -0.048 -0.251 0.175 0.5480
H 2.22811 -0.94362 -3.80888 0.324 -0.472 -0.816 -0.2879
H 0.50882 -0.89376 -3.74994 -0.414 0.286 0.023 0.2902
H 1.44615 0.39213 -4.63800 -0.223 0.243 0.600 -0.1666
H -0.04893 -0.00755 -6.81944 -0.188 0.231 0.199 0.2052
H -0.32259 -1.71146 -7.12240 -0.203 -0.070 0.169 0.4147
H -0.85441 -1.01152 -5.52930 -0.569 0.185 -0.389 0.2051
C -1.53687 3.00088 -3.80049 -0.147 -0.399 -1.704 0.2884
O -2.09898 2.42029 -2.87219 -0.140 0.379 0.514 -0.5304
N -1.87123 2.86068 -5.11602 2.435 2.192 2.273 0.1260
C -0.96988 3.44762 -6.10238 -0.629 -0.128 -1.642 -0.9550
C -2.91471 2.09293 -5.61577 -0.869 -1.925 -0.461 -0.7764
H -0.65586 3.65976 -3.75713 -0.138 -0.002 0.877 0.0904
H -1.62052 3.82525 -6.89116 0.067 0.403 -0.064 0.3931
H -0.37559 2.70621 -6.63645 0.065 -0.506 0.287 0.2481
H -0.26410 4.23822 -5.84757 -0.541 -0.052 0.885 0.4043
H -3.54778 1.66820 -4.83672 -0.030 0.524 0.179 0.1679
H -3.49147 2.62708 -6.37084 -0.046 -0.074 0.053 0.3368
H -2.43176 1.21470 -6.04421 -0.340 -0.262 -0.676 0.2371
C -1.62930 5.94031 0.91556 -0.064 -1.137 0.881 -0.1276
O -1.84180 4.73139 0.64397 0.013 1.250 0.089 -0.5896
N -1.21017 6.38810 2.13118 -0.200 -2.259 -1.024 0.3894
C -0.96202 7.78925 2.36893 -0.371 -0.622 -0.133 -0.8685
C -1.02030 5.43242 3.23132 0.178 0.027 0.604 -1.1401
H -1.78698 6.74477 0.18060 0.088 -0.176 0.048 0.3865
H -1.58620 8.00426 3.23625 0.151 0.870 -0.130 0.3500
H -1.27035 8.26446 1.43769 -0.032 0.641 0.448 0.2854
H 0.09164 7.98781 2.56510 -0.049 0.019 0.101 0.2941
H -1.16629 4.38258 2.97708 0.137 0.304 -0.686 0.1350
H -0.04555 5.55032 3.70468 0.262 0.023 -0.331 0.4901
H -1.70864 5.57632 4.06414 -0.239 0.628 -0.243 0.4956
```
Forces are in eV/Å.

- Energy above the lowest of the compared OMol25 structures with the same formula, charge and spin: 0.0 kJ/mol
- HOMO-LUMO gap: 1.77 eV
- DFT total energy: -112208.2647 eV
- Max |F|: 4.45 eV Å⁻¹
- Total charge: +2